Density functional theory data (ωB97M-V/def2-TZVPD) for a 4-piece molecular cluster, C27H48F7O9P overall.

The geometry in XYZ format:
```
92
Properties=species:S:1:pos:R:3:forces:R:3
C 3.59160 2.14036 -1.02505 0.25 1.45 0.82
C 2.47365 2.79433 -1.79553 0.07 -0.19 -0.06
C 2.80552 3.40865 -3.13369 -0.42 -0.93 -0.28
C 1.21665 2.86009 -1.29849 0.28 -0.06 -0.04
C 0.91265 3.40139 0.07974 -0.14 -1.60 0.46
C -0.42414 4.14632 0.20340 0.18 0.13 0.24
C -0.46558 5.58400 -0.33976 -0.22 -0.24 -0.03
C -1.76653 6.28401 0.11836 0.32 0.20 0.30
C -0.21722 5.75482 -1.84843 -0.19 0.40 0.01
C -1.37593 5.46669 -2.81856 -0.03 0.05 -0.45
P -1.97350 3.72853 -2.86585 0.48 -0.68 0.59
C -3.68486 3.78271 -2.16212 0.01 0.05 -0.20
C -3.95034 2.49972 -1.35892 0.09 0.26 0.16
C -5.37308 2.00563 -1.37259 0.28 -0.09 0.10
F -6.27573 2.99869 -1.25137 0.07 -0.15 0.00
F -5.68060 1.31382 -2.48311 -0.06 0.17 0.10
F -5.54931 1.16870 -0.32025 -0.31 0.02 -0.18
C -2.14653 3.36773 -4.70195 -0.38 0.36 0.17
F -0.97659 2.78411 -5.09830 0.18 0.00 -0.05
F -2.29548 4.47420 -5.48974 -0.10 0.07 -0.10
C -3.24667 2.38506 -5.10649 0.39 -0.14 -0.40
F -4.46715 2.94606 -5.00262 -0.12 0.02 0.11
F -3.18272 1.29366 -4.30785 -0.15 0.01 0.22
H 3.99921 1.33811 -1.64162 -0.05 -0.02 -0.02
H 4.41822 2.81011 -0.75242 0.12 -0.08 -0.17
H 3.21369 1.72628 -0.09085 0.00 -0.16 -0.05
H 3.83416 3.22515 -3.44380 -0.05 -0.15 -0.11
H 2.66929 4.48735 -3.03705 0.13 0.04 -0.03
H 2.10455 3.08117 -3.91014 0.11 0.03 -0.10
H 0.40152 2.49630 -1.91706 -0.30 1.38 -0.43
H 1.73303 4.04767 0.39811 -0.03 0.08 -0.02
H 0.86267 2.58437 0.81732 -0.01 0.11 0.06
H -0.60246 4.23493 1.28054 -0.10 0.03 -0.02
H -1.25126 3.53435 -0.16769 0.08 -0.02 -0.17
H 0.35770 6.09443 0.16936 0.10 -0.01 -0.14
H -1.52786 7.15890 0.72578 -0.02 0.05 -0.05
H -2.35641 5.63607 0.76875 -0.13 -0.06 -0.17
H -2.38416 6.64472 -0.70136 -0.08 -0.12 0.00
H 0.67416 5.21234 -2.16489 -0.05 -0.15 0.09
H 0.01026 6.81578 -2.00595 0.07 -0.01 0.01
H -1.02586 5.70451 -3.82641 0.02 -0.01 0.01
H -2.21796 6.13987 -2.65216 -0.01 -0.01 0.02
H -3.67077 4.62634 -1.47131 -0.09 0.08 -0.08
H -4.45441 3.98511 -2.90442 -0.01 -0.02 0.01
H -3.71212 2.69002 -0.31140 0.00 -0.06 0.01
H -3.29992 1.68219 -1.66712 -0.14 -0.10 -0.09
H -3.08231 2.05933 -6.13625 -0.07 0.06 -0.05
C 1.54723 -1.59142 1.03134 -0.13 -0.10 -0.13
C 1.08755 -0.38493 1.81805 0.29 -0.06 0.09
O -0.19808 0.08725 1.37548 -0.03 0.04 0.05
C -1.24087 -0.63169 1.78491 0.05 -0.10 -0.10
O -1.19824 -1.59889 2.50375 -0.04 0.18 0.03
O -2.34074 -0.10643 1.25545 -0.09 0.10 -0.05
C -3.55867 -0.80820 1.53603 -0.13 -0.01 0.03
H 1.54127 -1.37348 -0.03772 0.07 0.06 0.01
H 2.55914 -1.87016 1.32865 0.01 0.03 0.02
H 0.89139 -2.44489 1.20000 0.01 0.00 0.07
H 1.76205 0.45551 1.66204 -0.10 0.07 -0.07
H 1.05382 -0.59159 2.88756 -0.11 -0.05 -0.01
H -3.69903 -0.94197 2.60660 0.11 -0.04 0.01
H -3.56716 -1.77542 1.03566 0.09 -0.03 0.05
H -4.35185 -0.18641 1.13792 0.03 0.02 -0.03
C -2.27972 -8.22164 0.01976 0.15 0.03 0.12
C -3.37529 -7.36477 0.61502 -0.13 -0.08 -0.22
O -3.05483 -6.92216 1.94352 0.01 0.01 0.02
C -2.17597 -5.91960 2.01531 -0.02 0.01 -0.01
O -1.66782 -5.35846 1.07723 0.00 -0.01 0.02
O -1.96289 -5.64592 3.29814 0.03 -0.03 0.01
C -0.98288 -4.62266 3.53022 0.08 0.09 0.08
H -2.05266 -9.05968 0.67988 -0.06 -0.04 -0.03
H -2.59515 -8.61206 -0.94806 -0.02 -0.01 0.01
H -1.36773 -7.64378 -0.12084 -0.03 0.03 -0.04
H -4.29167 -7.94094 0.72929 0.01 0.02 0.11
H -3.59530 -6.50286 -0.01472 0.09 0.05 0.04
H -1.22176 -3.71690 2.98284 0.01 -0.07 -0.03
H 0.00597 -4.98317 3.24750 -0.02 0.00 -0.06
H -1.00119 -4.42062 4.59718 -0.08 -0.09 0.01
C 5.22805 -6.20579 1.61123 0.03 0.02 0.21
C 5.19625 -4.76797 1.14310 -0.01 -0.14 -0.25
O 5.02150 -3.84711 2.23496 -0.04 0.05 0.00
C 6.10312 -3.62664 2.97936 0.00 -0.03 0.01
O 7.19509 -4.10425 2.80920 -0.02 0.02 0.00
O 5.76977 -2.77832 3.95358 0.00 -0.01 0.00
C 6.82337 -2.50180 4.88171 0.01 0.09 0.06
H 4.33465 -6.43519 2.19320 -0.04 -0.01 -0.07
H 5.26937 -6.87583 0.75245 -0.02 0.01 -0.01
H 6.09852 -6.39276 2.23789 0.04 0.01 -0.05
H 4.33677 -4.59605 0.49780 -0.04 0.08 0.07
H 6.09547 -4.50640 0.58583 0.06 0.01 0.10
H 7.71726 -2.16267 4.36309 0.01 -0.04 -0.02
H 7.05220 -3.38960 5.46890 0.04 -0.02 -0.04
H 6.44853 -1.71643 5.53089 -0.05 -0.01 -0.02
```
Forces are in eV/Å.

Properties
Relative energy (zero: lowest compared OMol25 entry of this formula, charge and spin) in kJ/mol: 0.0
Largest force on an atom in Eh/bohr: 0.033
HOMO energy in eV: -7.4614
SMILES: CC(C)=CCC[C@H](C)CCP(CCC(F)(F)F)C(F)(F)C(F)F.CCOC(=O)OC.CCOC(=O)OC.CCOC(=O)OC

Results of the Löwdin charge analysis, in e, for atoms 1 through 5: -0.0608, -0.3486, -0.0578, -0.1085, -0.1783

Density functional theory data (ωB97M-V/def2-TZVPD) for C27H48InN4O4 as an isolated structure.

The geometry in XYZ format:
```
84
Properties=species:S:1:pos:R:3:forces:R:3
C 6.62932 1.15134 -1.45022 0.83 -0.49 -0.28
C 5.97923 1.69684 -2.84997 -3.71 -2.81 -3.35
O 5.24997 0.79416 -3.56348 4.16 5.13 4.21
N 6.04800 3.09217 -3.41378 3.43 -2.20 3.15
In 4.24296 4.20175 -3.19649 -2.04 0.47 -0.61
C 2.76357 2.84835 -2.08989 -2.75 -2.30 1.58
C 1.43838 2.28592 -2.84730 1.48 -1.59 5.86
C 0.59609 1.31896 -1.84897 2.91 1.72 0.39
C 1.11851 1.05619 -0.35497 0.02 0.48 -0.93
N 2.29403 1.58449 0.39304 -1.88 1.37 -7.22
C 3.03389 2.45707 -0.55947 -1.11 -0.43 -0.79
C 7.28639 3.85194 -3.01701 3.67 0.62 -4.56
C 7.70302 4.36939 -1.51957 0.66 -1.03 -0.11
O 8.17290 4.13080 -4.01280 -5.17 -1.35 5.97
H 6.47117 -0.02121 -1.34528 0.11 2.64 -0.61
H 7.79741 1.31624 -1.49721 -2.28 -0.13 0.25
H 6.19369 1.62739 -0.47391 0.75 -0.57 -2.09
H 4.41817 5.83532 -2.47559 0.28 -0.55 0.04
H 3.54346 4.39901 -4.87681 0.29 -0.15 0.62
H 1.16675 2.52409 -3.95993 0.60 -0.52 2.47
H -0.40067 0.80723 -2.22431 2.29 1.11 1.09
H 0.45205 0.30064 0.29009 1.56 1.81 -1.55
H 4.01252 2.95491 -0.08514 -2.33 -1.18 -1.09
H 8.81233 3.96928 -1.33005 -2.39 0.91 -0.56
H 7.75154 5.53822 -1.47632 -0.39 -2.34 -0.13
H 7.03994 3.87441 -0.68655 1.07 1.32 -1.70
C 2.30894 -4.31245 2.57984 0.17 -0.22 -0.25
C 0.95814 -3.54254 2.60705 1.58 0.37 1.18
C 0.00117 -4.21073 3.63039 -0.32 0.00 -0.29
C -0.57004 -5.53872 3.13778 0.04 -0.07 0.09
C -1.21418 -5.38920 1.76482 0.02 0.32 0.18
C -0.28011 -4.72771 0.71620 0.00 -1.36 -1.40
N 0.37166 -3.47357 1.22619 -4.31 2.34 1.20
O -0.60911 -2.46313 1.22721 2.86 -2.47 -0.31
C 0.80917 -5.73924 0.27106 0.24 -0.07 0.17
C -1.10193 -4.48640 -0.59309 0.03 0.67 0.43
C 1.35650 -2.12642 3.14443 -0.60 0.08 -0.48
H 3.00553 -3.94292 3.34168 -0.36 0.10 -0.07
H 2.19747 -5.37873 2.78309 -0.04 0.02 -0.16
H 2.82254 -4.18886 1.61723 -0.21 -0.04 0.18
H -0.83767 -3.53722 3.85819 0.20 0.05 -0.21
H 0.52126 -4.37682 4.58227 0.15 0.17 -0.24
H 0.21066 -6.30631 3.10772 0.00 0.06 -0.02
H -1.31894 -5.90163 3.85411 0.13 0.05 -0.11
H -1.53734 -6.37720 1.41229 0.16 0.20 -0.19
H -2.13087 -4.79448 1.87692 0.20 0.11 -0.15
H 1.53512 -5.26439 -0.40079 -0.17 -0.01 0.18
H 0.36635 -6.58046 -0.27537 -0.15 0.29 0.09
H 1.35553 -6.18953 1.09879 0.01 0.14 -0.01
H -1.99563 -3.87531 -0.42471 0.31 0.04 0.09
H -1.45612 -5.43440 -1.01461 0.27 0.00 0.30
H -0.48863 -3.99525 -1.35880 -0.08 -0.03 0.23
H 2.05376 -1.62891 2.45947 -0.18 -0.11 0.05
H 1.85133 -2.20309 4.12071 -0.08 -0.35 -0.25
H 0.49610 -1.46611 3.29569 0.07 -0.20 -0.27
C -5.29348 0.14187 -0.54340 -0.31 0.10 -0.15
C -3.93428 0.84058 -0.25606 -0.30 -1.92 -0.03
C -3.78175 1.06927 1.27166 0.17 0.38 -0.05
C -4.66708 2.19599 1.80006 -0.06 -0.06 0.06
C -4.46197 3.48024 1.00575 0.30 -0.20 -0.02
C -4.61265 3.28591 -0.52696 -1.36 1.28 -0.36
N -3.82782 2.11401 -1.04507 4.29 1.53 1.70
O -2.47206 2.49411 -1.06422 -3.61 -1.08 -0.41
C -6.11148 3.11283 -0.88949 -0.15 -0.25 0.07
C -4.22516 4.62667 -1.23412 0.65 -0.49 0.03
C -2.87576 -0.21987 -0.71195 0.30 0.72 -0.03
H -5.21444 -0.94961 -0.47556 0.27 0.25 0.08
H -6.07523 0.41960 0.16541 0.00 0.12 -0.11
H -5.64782 0.35526 -1.56054 0.10 0.06 0.24
H -2.73640 1.30841 1.51496 -0.11 -0.04 -0.28
H -4.01458 0.14625 1.81754 0.03 -0.01 -0.32
H -5.72153 1.90077 1.77608 0.02 -0.01 -0.05
H -4.43179 2.37954 2.85676 -0.04 -0.04 -0.17
H -5.17216 4.23775 1.36168 0.04 -0.05 -0.31
H -3.46219 3.87242 1.23642 -0.06 -0.09 -0.27
H -6.23375 2.88261 -1.95528 0.11 0.00 0.20
H -6.67375 4.03321 -0.69184 0.33 -0.04 0.00
H -6.61635 2.33807 -0.31395 0.10 -0.05 -0.07
H -3.21340 4.96167 -0.97995 -0.13 -0.30 -0.11
H -4.89894 5.43774 -0.93412 -0.09 -0.38 0.10
H -4.29187 4.53080 -2.32500 0.05 -0.08 0.21
H -2.96656 -0.42847 -1.78485 -0.03 0.13 0.14
H -3.01672 -1.16818 -0.17840 -0.23 0.32 0.02
H -1.84436 0.08738 -0.50944 -0.27 0.15 -0.09
```
Forces are in eV/Å.

Properties
Charge: -1
Expectation value of S²: 2.009
Largest force on an atom in Eh/bohr: 0.156
HOMO energy (alpha / beta) in eV: -5.1745 / -5.1734
2S+1: 3

Results of the Löwdin charge analysis, in e, for atoms 1 through 5: -0.0584, -0.3692, -0.1150, -0.1026, 0.4209